(1)
A structure of composition C47H43N6P2PdS2Si. Source: OMol25; level of theory: wB97M-V/def2-TZVPD.

Output
- Net charge: +1
- F_max: 0.0155 hartree/bohr
- HOMO: -10.72 eV
- DFT total energy: -4041.673090 a.u.

Last column: Löwdin charge in e.
Element x y z (Å)
Pd: -0.566 -0.171 -0.060  0.142
S: 1.435 1.012 -1.393  1.029
S: -0.556 2.164 1.021  0.810
P: -1.842 0.545 -1.929  0.989
P: -0.389 -1.215 2.039  0.975
Si: -1.892 -2.090 -0.356  0.550
N: 3.129 1.016 -0.522  -0.331
N: 1.821 4.316 -2.972  0.193
N: 4.411 1.124 1.511  -0.059
N: 5.311 2.065 -0.543  -0.066
N: 5.116 -0.343 -0.308  -0.065
N: 0.284 5.651 0.362  0.216
C: 0.272 -3.850 2.810  -0.065
C: -4.234 3.388 -0.340  -0.063
C: -0.919 0.808 3.859  -0.164
C: -0.977 -3.680 -0.724  -0.176
C: 1.637 0.869 4.935  -0.065
C: 5.222 2.197 0.916  -0.134
C: -5.172 -1.185 -3.549  -0.056
C: 1.321 -0.064 3.956  -0.090
C: -4.036 -2.802 1.517  -0.066
C: -4.144 -2.765 -2.049  -0.087
C: -4.219 -0.239 -3.216  -0.064
C: -2.603 4.572 -1.647  -0.063
C: 0.678 1.767 5.378  -0.064
C: -2.602 2.162 -1.625  -0.377
C: -4.536 -2.965 2.803  -0.058
C: -0.603 1.730 4.844  -0.065
C: -3.778 -2.590 3.905  -0.059
C: 2.449 -4.827 2.479  -0.063
C: 3.982 2.127 -1.093  -0.144
C: 1.140 -4.928 2.925  -0.055
C: -3.238 -0.560 -2.281  -0.372
C: 0.197 0.371 -6.049  -0.063
C: 0.511 -0.538 -5.049  -0.069
C: 0.280 4.519 0.163  -0.260
C: -2.059 3.366 -2.067  -0.118
C: -0.091 -0.431 -3.806  -0.146
C: -2.038 -1.851 2.432  -0.395
C: 5.906 0.765 -0.862  -0.139
C: 2.022 -2.572 1.786  -0.129
C: 1.008 2.639 -1.187  -0.640
C: -1.017 0.580 -3.551  -0.362
C: 3.075 1.183 0.965  -0.147
C: -2.520 -2.034 3.724  -0.085
C: -2.774 -2.248 1.312  -0.272
C: 0.042 -0.096 3.407  -0.382
C: 1.465 3.576 -2.163  -0.314
C: -3.193 -1.810 -1.675  -0.288
C: 0.284 3.093 -0.061  -0.748
C: 3.787 -0.290 -0.860  -0.165
C: 5.027 -0.160 1.149  -0.137
C: -3.695 2.182 -0.758  -0.101
C: -0.737 1.370 -5.809  -0.055
C: 0.711 -2.656 2.245  -0.352
C: -1.350 1.471 -4.569  -0.079
C: 2.892 -3.643 1.905  -0.067
C: -5.126 -2.452 -2.974  -0.060
C: -3.685 4.585 -0.780  -0.058
H: 2.450 0.393 1.382  0.096
H: -2.167 5.502 -1.990  0.117
H: 3.120 -5.670 2.570  0.111
H: -5.523 -3.386 2.948  0.111
H: 5.970 0.653 -1.945  0.138
H: 2.073 -0.776 3.642  0.094
H: 0.674 0.299 -7.017  0.111
H: -1.931 -1.731 4.581  0.116
H: 1.226 -1.329 -5.238  0.109
H: -5.943 -0.946 -4.270  0.112
H: 0.924 2.490 6.143  0.111
H: 0.787 -5.852 3.363  0.113
H: -4.169 -2.728 4.905  0.111
H: -0.993 2.072 -6.591  0.113
H: -0.202 -3.886 0.015  0.011
H: 2.610 2.144 1.187  0.134
H: -1.358 2.423 5.191  0.114
H: 3.179 -1.096 -0.448  0.118
H: -1.673 -4.524 -0.723  0.041
H: 3.995 2.027 -2.178  0.144
H: 4.781 3.162 1.165  0.140
H: -2.093 2.240 -4.408  0.102
H: 3.809 -0.386 -1.946  0.139
H: 6.912 0.724 -0.447  0.137
H: -4.122 1.250 -0.402  0.112
H: 6.226 2.153 1.337  0.136
H: 0.153 -1.145 -3.025  0.080
H: -1.921 0.789 3.446  0.106
H: -0.750 -3.948 3.153  0.106
H: -4.115 -3.762 -1.623  0.106
H: 3.524 3.078 -0.830  0.127
H: 2.634 0.885 5.357  0.110
H: -4.236 0.739 -3.684  0.115
H: 4.442 -0.974 1.582  0.114
H: -1.213 3.379 -2.741  0.090
H: -5.082 3.393 0.332  0.110
H: -0.507 -3.632 -1.709  0.031
H: 6.031 -0.195 1.568  0.138
H: 3.910 -3.563 1.541  0.107
H: -5.860 -3.196 -3.255  0.111
H: 2.353 -1.658 1.312  0.049
H: -4.647 -3.096 0.672  0.096
H: -4.102 5.526 -0.449  0.112

Forces on the atoms, in the same order (eV/Å):
-0.625 0.131 0.102
0.556 -0.120 0.462
0.138 0.009 0.043
-0.110 -0.062 0.056
0.065 -0.065 -0.112
0.135 0.069 0.032
-0.354 0.094 -0.708
0.039 -0.029 -0.001
0.057 -0.057 -0.338
-0.169 -0.244 0.144
-0.141 0.252 0.137
0.026 -0.003 0.004
0.026 0.023 0.059
-0.009 -0.015 -0.007
0.000 -0.013 0.028
0.010 -0.027 -0.039
0.009 0.010 -0.019
0.030 0.126 0.087
0.018 0.031 -0.009
0.010 0.004 0.006
-0.012 -0.008 0.022
-0.024 -0.005 -0.039
-0.045 -0.010 0.014
-0.001 0.005 0.005
-0.007 -0.001 0.001
0.061 0.031 -0.031
-0.001 0.001 -0.029
-0.003 -0.007 -0.002
0.022 0.003 0.009
-0.008 -0.012 0.005
0.396 0.276 -0.008
0.003 0.008 -0.008
0.026 -0.028 -0.025
-0.002 0.006 -0.003
0.000 0.000 0.018
-0.113 0.008 -0.037
-0.049 -0.008 -0.040
0.013 -0.003 -0.031
0.020 -0.100 -0.023
0.109 -0.003 -0.097
-0.039 -0.060 -0.051
-0.088 0.328 0.066
0.063 0.017 0.046
0.056 0.029 0.441
-0.043 0.054 0.002
0.059 -0.043 0.015
0.019 -0.031 0.008
-0.088 -0.034 -0.031
-0.003 0.033 0.001
0.013 -0.109 -0.123
0.229 -0.396 0.025
0.013 -0.084 0.112
-0.001 0.009 0.003
0.003 0.001 0.001
-0.025 0.023 0.030
-0.007 -0.027 -0.011
0.006 0.020 -0.013
0.017 -0.028 0.023
0.001 0.001 -0.012
-0.045 -0.001 -0.089
-0.006 -0.001 -0.005
0.000 0.001 -0.003
0.000 0.004 0.000
-0.003 0.003 -0.002
-0.003 -0.005 0.009
-0.006 -0.004 -0.003
0.003 -0.007 0.000
-0.005 -0.004 -0.004
0.002 0.000 0.000
-0.001 -0.002 0.001
-0.001 0.000 -0.001
-0.005 0.011 -0.001
0.002 0.001 0.000
-0.002 -0.004 -0.005
-0.004 0.010 -0.081
0.003 0.004 -0.004
-0.099 0.062 -0.020
0.000 0.004 -0.018
-0.039 -0.092 0.002
-0.005 0.001 -0.009
-0.004 -0.004 0.002
0.008 0.103 -0.009
0.000 -0.009 0.005
0.000 0.001 0.006
0.000 0.000 0.003
-0.006 0.003 0.008
0.005 0.013 -0.016
0.001 0.001 0.006
-0.011 0.006 0.011
-0.077 -0.037 0.025
-0.001 -0.002 0.003
-0.004 0.002 0.008
0.013 0.014 -0.010
0.021 0.001 0.026
0.001 -0.001 0.000
-0.014 -0.005 -0.005
0.001 -0.008 0.001
0.001 -0.004 0.001
-0.001 0.001 0.003
-0.013 -0.013 0.002
0.007 -0.011 -0.002
0.005 0.000 0.003



(2)
A structure of composition C47H43N8O2PTi. Source: OMol25; level of theory: wB97M-V/def2-TZVPD.

Output
- Net charge: +3
- 2S+1: 2
- F_max: 0.0094 hartree/bohr
- HOMO (alpha / beta): -15.45 / -15.66 eV
- ⟨S²⟩: 0.7530
- DFT total energy: -3595.554211 a.u.

Last column: Löwdin spin population.
Element x y z (Å)
Ti: 0.010 -0.461 0.799  0.936
P: -0.233 -0.889 3.417  -0.003
O: 0.798 -1.725 -0.303  0.002
O: -1.619 -6.164 0.478  0.000
N: -2.350 2.938 -0.599  0.005
N: -0.245 -4.627 -1.031  0.001
N: 0.849 1.311 -0.973  0.011
N: 3.667 1.803 1.220  0.000
N: -1.796 -1.701 1.102  0.004
N: -1.452 -2.071 3.373  0.002
N: -1.576 1.075 0.322  0.005
N: 1.991 0.368 1.313  0.007
C: 1.432 -4.240 0.781  0.000
C: 2.785 -2.446 6.473  -0.001
C: -1.400 1.998 -0.609  0.009
C: 3.483 -1.526 -2.761  0.000
C: 1.548 -1.988 -1.383  0.001
C: 1.119 -2.894 4.797  0.000
C: 4.393 -1.614 3.353  0.000
C: 0.143 -3.992 -2.091  0.000
C: -4.700 1.418 2.369  0.000
C: 2.053 -3.351 5.715  0.000
C: 1.639 -0.616 5.417  -0.001
C: -3.319 -3.132 2.272  -0.001
C: 1.607 2.280 -0.164  0.001
C: -2.303 1.755 5.733  0.000
C: -0.517 1.845 3.610  0.000
C: -3.531 0.808 1.966  0.000
C: 4.107 0.757 2.032  0.000
C: 5.435 -0.670 3.345  0.000
C: 0.906 -1.524 4.654  -0.001
C: -0.306 1.929 -1.618  0.002
C: 0.241 -4.766 0.302  0.000
C: -3.661 -2.666 -0.054  0.000
C: 1.923 -3.181 -3.467  0.000
C: 2.732 -1.289 -1.619  0.000
C: 5.318 0.531 2.676  0.000
C: 1.190 -3.016 -2.276  0.000
C: -2.539 -1.888 -0.014  0.006
C: -0.109 -5.954 2.370  0.000
C: -3.268 2.606 0.391  0.000
C: -4.442 3.234 0.788  0.000
C: 2.580 -1.081 6.321  0.000
C: 1.842 -4.559 2.066  0.000
C: 3.066 -2.453 -3.710  0.000
C: -0.526 -5.650 1.082  0.000
C: -1.013 3.027 4.144  0.000
C: 2.418 1.513 0.825  0.004
C: -2.789 1.427 0.960  0.000
C: 1.070 -5.402 2.852  0.000
C: -1.803 0.578 5.207  0.000
C: -2.184 -2.310 2.230  0.003
C: -2.253 -7.308 1.082  0.000
C: -5.151 2.617 1.796  0.000
C: -1.911 2.979 5.199  0.000
C: 3.195 -1.375 2.714  0.000
C: -4.058 -3.299 1.130  0.003
C: -0.917 0.618 4.130  -0.002
C: 3.051 -0.150 2.067  0.000
H: 0.895 2.929 0.354  0.000
H: 1.451 0.905 -1.682  0.001
H: -2.737 -7.023 2.015  0.000
H: 3.143 -0.379 6.921  0.000
H: -0.697 3.981 3.743  0.000
H: -3.219 -0.110 2.433  0.000
H: -4.954 -3.906 1.151  0.000
H: 3.068 -0.579 -0.879  0.000
H: -4.231 -2.759 -0.966  0.000
H: -2.106 -0.368 5.642  0.000
H: 2.250 2.923 -0.772  0.000
H: 2.060 -3.623 0.161  0.000
H: -0.098 2.917 -2.041  0.000
H: -5.292 0.957 3.149  0.000
H: 6.128 1.248 2.648  0.000
H: -2.208 -1.349 -0.894  0.002
H: -1.014 -5.283 -1.174  0.000
H: 2.782 -4.175 2.436  0.000
H: -1.773 -2.519 4.220  0.000
H: 4.542 -2.552 3.871  0.000
H: 3.509 -2.807 7.191  0.000
H: -0.627 1.288 -2.442  0.000
H: 2.205 -4.414 5.847  0.000
H: 0.193 1.888 2.788  0.001
H: 3.638 -2.618 -4.612  0.000
H: -0.678 -6.637 2.982  0.000
H: 6.357 -0.899 3.861  0.000
H: 0.569 -3.608 4.195  0.000
H: -4.788 4.149 0.327  0.000
H: -2.997 -7.643 0.367  0.000
H: -2.990 1.725 6.568  0.000
H: 4.402 -0.976 -2.914  0.000
H: 1.404 -5.664 3.848  0.000
H: 1.471 0.450 5.323  0.000
H: 4.194 2.624 0.963  0.000
H: 1.606 -3.934 -4.179  0.000
H: -2.418 3.711 -1.243  0.000
H: -1.521 -8.095 1.255  0.000
H: -2.301 3.898 5.617  0.000
H: -6.076 3.056 2.143  0.000
H: -3.610 -3.592 3.207  0.000
H: -0.376 -4.308 -2.991  0.000
H: 2.408 -2.118 2.711  0.000

Forces on the atoms, in the same order (eV/Å):
0.322 0.294 -0.209
-0.077 0.039 -0.102
-0.136 -0.067 -0.395
-0.004 0.016 0.029
-0.045 -0.081 -0.008
-0.020 -0.108 0.117
-0.217 -0.080 0.141
-0.039 -0.076 0.101
-0.037 0.029 0.000
0.036 0.007 -0.012
0.127 0.024 0.207
-0.293 -0.004 0.101
0.043 -0.105 0.158
0.025 0.024 0.028
0.022 -0.020 -0.062
0.010 0.051 0.058
0.169 0.005 0.324
-0.098 0.004 0.124
0.025 0.027 -0.059
0.017 0.212 0.073
-0.022 0.012 0.012
-0.036 0.064 -0.050
-0.063 -0.016 0.077
0.094 0.037 0.028
0.029 0.020 -0.015
-0.006 0.026 -0.007
-0.028 0.080 -0.086
0.050 0.083 0.106
0.044 0.160 -0.023
-0.004 0.004 0.009
-0.079 0.016 0.152
0.009 -0.009 -0.030
-0.064 0.058 -0.227
0.003 -0.032 0.036
0.046 0.039 -0.023
-0.066 -0.013 -0.111
-0.040 -0.025 0.018
-0.037 -0.135 -0.104
0.014 0.034 -0.033
-0.008 0.010 0.011
-0.027 0.073 -0.078
0.007 -0.035 0.010
-0.017 -0.027 0.028
0.030 -0.121 -0.149
-0.062 -0.058 -0.007
0.014 0.039 0.048
0.005 -0.026 -0.010
0.058 0.004 -0.177
0.038 -0.053 -0.008
0.033 -0.223 -0.175
-0.028 -0.002 -0.008
-0.025 -0.090 0.016
0.001 0.057 -0.017
-0.014 -0.025 0.005
-0.002 0.007 0.012
0.095 -0.049 -0.154
-0.039 -0.054 -0.061
0.011 -0.063 0.061
-0.007 -0.075 -0.015
0.004 -0.016 0.021
0.066 -0.066 0.063
-0.010 -0.007 0.007
0.000 0.001 0.003
-0.003 -0.001 0.005
0.028 0.019 0.037
0.000 -0.008 -0.005
0.017 0.059 0.063
-0.008 -0.009 0.004
0.014 -0.011 -0.011
-0.024 0.022 -0.007
0.046 -0.102 0.021
0.036 0.002 0.025
-0.003 0.003 -0.003
0.009 -0.006 0.003
0.019 -0.015 0.009
0.009 0.024 -0.017
-0.008 -0.077 -0.012
-0.010 0.002 0.001
0.009 -0.006 -0.003
0.002 0.000 0.008
-0.011 0.019 -0.007
0.014 -0.024 0.027
-0.002 -0.024 0.017
0.005 0.010 0.004
0.001 -0.019 0.013
0.003 -0.005 -0.003
-0.038 0.262 0.175
0.005 0.004 -0.002
-0.005 -0.004 0.008
0.000 -0.003 -0.004
-0.007 -0.003 -0.006
-0.002 -0.046 -0.020
-0.005 -0.007 -0.023
0.005 0.002 0.002
-0.010 0.000 -0.003
-0.017 0.007 0.002
-0.002 -0.007 0.002
-0.003 -0.005 0.002
0.003 0.003 0.003
-0.010 -0.004 0.001
0.009 -0.024 -0.003
0.138 0.176 -0.076